1.
The following is a DFT calculation (the ωB97M-V functional and the def2-TZVPD basis) of a molecular structure, C21H36BaN2S8.

Structure (ORCA input):
```
! wB97M-V def2-TZVPD RIJCOSX def2/J DEFGRID3
* xyz 2 1
Ba -0.02 0.05 0.22
C -0.55 -4.09 1.11
C 0.30 -4.16 -0.15
S 1.50 -2.80 -0.21
C 2.07 -2.91 -1.92
C 1.04 -2.51 -2.97
S 0.67 -0.74 -2.88
C -0.84 -0.64 -3.87
C -2.04 -1.46 -3.39
S -2.49 -1.19 -1.64
C -2.97 -2.87 -1.15
C -3.08 -2.98 0.36
S -1.59 -2.62 1.34
H 0.08 -4.12 2.00
H -1.21 -4.96 1.17
H -0.32 -4.15 -1.04
H 0.85 -5.10 -0.14
H 2.40 -3.93 -2.10
H 2.95 -2.28 -1.98
H 0.12 -3.08 -2.83
H 1.43 -2.73 -3.96
H -0.61 -0.94 -4.89
H -1.09 0.42 -3.89
H -1.85 -2.53 -3.50
H -2.90 -1.22 -4.01
H -2.23 -3.57 -1.54
H -3.93 -3.12 -1.59
H -3.43 -3.97 0.64
H -3.83 -2.28 0.74
C 3.95 2.25 3.44
C 4.05 0.84 2.88
S 2.59 0.19 2.03
C 1.18 0.38 3.16
C 0.31 1.70 3.15
S 0.35 2.78 1.66
C 0.97 4.39 2.19
C 2.29 4.44 2.95
S 3.65 3.52 2.18
H 4.89 2.47 3.94
H 3.16 2.30 4.20
H 4.30 0.14 3.68
H 4.84 0.77 2.13
H 1.57 0.25 4.17
H 0.54 -0.50 3.02
H 0.59 2.32 4.00
H -0.73 1.42 3.32
H 0.19 4.89 2.77
H 1.05 4.92 1.24
H 2.16 4.10 3.98
H 2.58 5.49 3.01
N -3.71 2.12 -1.06
C -2.59 2.87 -1.12
S -1.17 2.16 -1.74
N -2.70 4.12 -0.69
C -1.73 5.16 -0.53
C -1.92 6.02 0.54
C -1.07 7.10 0.72
C -0.03 7.32 -0.16
C 0.16 6.45 -1.24
C -0.70 5.38 -1.44
H -3.70 1.23 -1.53
H -4.61 2.53 -0.85
H -3.62 4.39 -0.36
H -2.74 5.84 1.23
H -1.24 7.78 1.55
H 0.63 8.16 -0.03
H 0.95 6.63 -1.94
H -0.58 4.74 -2.30
*
```

Output
ΔE to the lowest compared entry with this formula, charge and spin: 84.0 kJ/mol
Maximum force: 0.0112 Eh/bohr
E_HOMO: -0.4840 Ha

=====

2.
The following is a DFT calculation (the ωB97M-V functional and the def2-TZVPD basis) of a molecular structure, C21H36F3N2O5PSiV in a non-equilibrium geometry.

Structure (ORCA input):
```
! wB97M-V def2-TZVPD RIJCOSX def2/J DEFGRID3
* xyz 2 2
V -0.37 -0.69 -1.30
C 5.00 1.22 1.25
N 4.45 0.46 0.11
C 5.42 -0.40 -0.61
C 3.20 0.51 -0.23
O 2.37 1.27 0.37
C 2.69 -0.35 -1.35
O 1.30 -0.63 -1.21
C -0.65 -2.71 -0.96
C -0.62 -2.40 0.50
O -0.54 -1.13 0.69
N -0.68 -3.25 1.50
C -0.63 -2.79 2.89
C -0.74 -4.70 1.27
H 5.61 0.54 1.84
H 4.20 1.62 1.86
H 5.63 2.03 0.87
H 6.41 0.01 -0.46
H 5.21 -0.40 -1.68
H 5.39 -1.42 -0.22
H 3.22 -1.30 -1.38
H 2.83 0.15 -2.31
H 0.14 -3.37 -1.32
H -1.62 -3.07 -1.31
H -0.60 -1.71 2.93
H 0.25 -3.22 3.38
H -1.52 -3.15 3.41
H -1.09 -4.90 0.26
H -1.44 -5.13 1.98
H 0.24 -5.15 1.41
C -3.82 -1.08 -1.52
P -2.70 0.16 -0.79
C -3.15 1.68 -1.68
C -3.25 0.37 0.90
C -3.48 1.64 1.43
C -3.92 1.79 2.74
C -4.15 0.67 3.53
C -3.93 -0.60 3.01
C -3.48 -0.75 1.71
H -3.84 -1.98 -0.92
H -3.50 -1.32 -2.53
H -4.82 -0.66 -1.55
H -4.20 1.89 -1.51
H -2.97 1.52 -2.74
H -2.56 2.53 -1.35
H -3.33 2.53 0.83
H -4.10 2.78 3.13
H -4.51 0.79 4.54
H -4.12 -1.47 3.62
H -3.32 -1.75 1.31
F -0.81 -2.40 -4.39
C 0.27 -1.65 -4.53
F 1.32 -2.30 -4.00
F 0.49 -1.39 -5.81
C 0.16 -0.29 -3.77
O 1.02 0.51 -3.93
O -0.93 -0.12 -2.96
C 1.04 3.16 -1.31
Si 1.64 2.88 0.40
C 0.30 2.66 1.62
C 2.99 4.00 0.86
H 1.85 3.17 -2.04
H 0.54 4.13 -1.35
H 0.31 2.41 -1.63
H 0.51 3.18 2.56
H 0.17 1.60 1.84
H -0.65 3.04 1.24
H 2.67 5.03 0.74
H 3.85 3.86 0.19
H 3.31 3.86 1.89
*
```

Output
ΔE to the lowest compared entry with this formula, charge and spin: 118.9 kJ/mol
Maximum force: 0.0570 Eh/bohr
E_HOMO (spin up / spin down): -0.5252 / -0.5248 Ha

=====

3.
The following is a DFT calculation (the ωB97M-V functional and the def2-TZVPD basis) of a molecular structure, C21H36FeN2O2.

Structure (ORCA input):
```
! wB97M-V def2-TZVPD RIJCOSX def2/J DEFGRID3
* xyz 1 6
Fe 0.01 -0.16 -1.26
C -1.13 -0.30 0.73
C 0.10 -1.00 0.80
C 1.16 0.03 0.78
C 0.49 1.27 0.67
C -0.92 1.09 0.70
C -1.95 2.16 1.01
C -1.70 2.55 2.48
C -3.37 1.61 0.87
C -1.80 3.41 0.15
C 2.68 -0.03 1.00
C 2.99 -0.75 2.32
C 3.47 -0.68 -0.15
C 3.24 1.40 1.14
C 0.10 -2.52 1.06
C -1.19 -3.16 0.52
C 0.09 -2.74 2.58
C 1.27 -3.26 0.42
H -2.10 -0.77 0.73
H 0.97 2.23 0.67
H -1.75 1.68 3.14
H -2.46 3.26 2.81
H -0.72 3.02 2.61
H -3.56 0.81 1.59
H -3.56 1.23 -0.13
H -4.09 2.40 1.07
H -0.76 3.73 0.05
H -2.35 4.24 0.60
H -2.25 3.27 -0.85
H 2.83 -1.82 2.25
H 2.37 -0.36 3.13
H 4.03 -0.59 2.58
H 3.01 -1.58 -0.54
H 4.46 -0.94 0.21
H 3.60 0.03 -0.97
H 2.82 1.91 2.01
H 3.06 2.00 0.25
H 4.32 1.34 1.29
H -2.07 -2.83 1.06
H -1.12 -4.24 0.66
H -1.33 -2.97 -0.54
H -0.80 -2.29 3.02
H 0.95 -2.33 3.08
H 0.05 -3.81 2.79
H 1.30 -3.10 -0.66
H 1.14 -4.33 0.58
H 2.24 -2.99 0.84
N -0.73 1.59 -2.34
C -1.94 1.28 -3.16
C -1.76 0.03 -4.02
C -1.87 -1.27 -3.23
O -2.62 -2.15 -3.54
O -1.06 -1.35 -2.17
H -0.94 2.36 -1.72
H 0.01 1.93 -2.95
H -2.17 2.13 -3.79
H -2.77 1.14 -2.47
H -0.78 0.06 -4.51
H -2.51 0.02 -4.80
N 2.48 -0.29 -3.53
C 1.76 -0.18 -2.64
H 3.15 -0.41 -4.27
*
```

Output
ΔE to the lowest compared entry with this formula, charge and spin: 15.6 kJ/mol
Maximum force: 0.0090 Eh/bohr
E_HOMO (spin up / spin down): -0.4164 / -0.4571 Ha

=====

4.
The following is a DFT calculation (the ωB97M-V functional and the def2-TZVPD basis) of 3 unconnected molecules or ions with the total composition C21H36I2NO6 in a non-equilibrium geometry.

Structure (ORCA input):
```
! wB97M-V def2-TZVPD RIJCOSX def2/J DEFGRID3
* xyz -1 1
C -4.24 -2.27 0.29
C -3.14 -1.74 1.20
C -3.54 -1.31 2.45
C -2.63 -0.84 3.38
C -1.28 -0.78 3.02
C -0.91 -1.20 1.76
C -1.80 -1.69 0.83
C -1.43 -2.19 -0.57
C 0.03 -2.66 -0.77
N 1.05 -1.64 -0.87
C 0.77 -0.53 -1.73
I 0.24 -1.10 -3.74
C 2.00 0.43 -1.71
C 1.88 1.61 -2.67
I 3.84 -0.67 -1.99
C 0.38 -3.66 0.37
O 1.34 -3.38 1.15
O -0.32 -4.68 0.47
H -4.60 -3.25 0.62
H -5.08 -1.56 0.33
H -3.92 -2.28 -0.75
H -4.59 -1.37 2.70
H -2.97 -0.54 4.36
H -0.51 -0.43 3.69
H 0.15 -1.16 1.54
H -1.76 -1.42 -1.29
H -2.06 -3.06 -0.76
H 0.04 -3.27 -1.69
H 1.41 -1.35 0.04
H -0.05 0.08 -1.33
H 2.05 0.84 -0.70
H 1.84 1.34 -3.73
H 1.01 2.23 -2.40
H 2.77 2.24 -2.54
C 0.50 1.20 -9.07
O 1.20 2.43 -9.21
C 1.08 3.26 -8.06
C 2.35 3.23 -7.22
O 2.53 1.96 -6.62
C 3.51 1.17 -7.28
H 0.79 0.56 -9.90
H 0.76 0.70 -8.13
H -0.58 1.37 -9.11
H 0.22 2.98 -7.46
H 0.93 4.29 -8.42
H 2.25 3.96 -6.41
H 3.22 3.50 -7.82
H 4.51 1.57 -7.08
H 3.34 1.13 -8.36
H 3.45 0.16 -6.87
C -1.19 1.89 6.85
O -1.05 0.49 6.68
C 0.29 0.06 6.83
C 0.53 -0.60 8.18
O 0.44 0.35 9.24
C -0.79 0.27 9.94
H -2.26 2.11 6.90
H -0.72 2.23 7.78
H -0.76 2.42 6.00
H 0.99 0.89 6.68
H 0.47 -0.69 6.05
H 1.54 -1.01 8.20
H -0.18 -1.42 8.33
H -0.82 -0.64 10.55
H -1.64 0.29 9.26
H -0.85 1.13 10.60
*
```

Output
Maximum force: 0.0416 Eh/bohr
E_HOMO: -0.1642 Ha

=====

5.
The following is a DFT calculation (the ωB97M-V functional and the def2-TZVPD basis) of a molecular structure, C21H36IO17PS in a non-equilibrium geometry.

Structure (ORCA input):
```
! wB97M-V def2-TZVPD RIJCOSX def2/J DEFGRID3
* xyz 0 1
C -1.26 0.92 -0.43
O -0.20 1.85 -0.38
C 1.05 1.32 -0.73
C 2.06 1.39 0.42
C 1.36 1.40 1.78
C 2.24 0.96 2.90
O 2.83 -0.34 2.74
S 1.81 -1.41 2.11
O 1.53 -2.39 3.10
O 3.00 -2.13 1.17
P 2.60 -2.14 -0.43
O 3.65 -3.26 -0.92
I 0.40 -3.29 -0.52
H -2.20 1.45 -0.46
H -1.26 0.30 0.47
H -1.20 0.29 -1.31
H 0.96 0.29 -1.06
H 1.45 1.88 -1.56
H 2.58 2.33 0.35
H 2.74 0.56 0.37
H 1.13 2.43 1.99
H 0.41 0.89 1.76
H 1.72 1.03 3.84
H 3.08 1.64 2.96
H 3.24 -3.71 -1.68
C -0.84 6.13 4.69
C -0.96 5.03 3.66
C -2.37 4.79 3.17
O -2.35 3.39 2.86
C -1.40 2.81 3.63
O -1.25 1.64 3.75
O -0.64 3.75 4.24
H -1.25 7.06 4.32
H -1.38 5.83 5.59
H 0.20 6.29 4.97
H -0.28 5.20 2.82
H -2.63 5.37 2.29
H -3.12 4.96 3.95
C 1.26 -8.19 -3.45
C 0.38 -6.98 -3.67
C -0.41 -6.99 -4.96
O -0.54 -5.59 -5.25
C 0.49 -4.95 -4.66
O 0.78 -3.82 -4.85
O 1.16 -5.78 -3.83
H 0.67 -9.10 -3.49
H 2.04 -8.23 -4.21
H 1.75 -8.13 -2.48
H -0.28 -6.83 -2.81
H -1.39 -7.45 -4.86
H 0.13 -7.47 -5.78
C 2.43 -1.75 -6.46
C 1.91 -0.97 -7.65
C 2.98 -0.46 -8.59
O 2.37 0.73 -9.12
C 1.48 1.18 -8.21
O 0.94 2.24 -8.26
O 1.29 0.26 -7.23
H 3.03 -2.60 -6.79
H 3.03 -1.11 -5.82
H 1.60 -2.14 -5.86
H 1.16 -1.56 -8.19
H 3.21 -1.15 -9.39
H 3.90 -0.18 -8.07
C -3.60 1.03 5.95
C -3.44 2.28 6.79
C -4.62 2.63 7.67
O -4.52 4.06 7.75
C -3.89 4.49 6.64
O -3.79 5.63 6.30
O -3.35 3.45 5.96
H -3.82 0.17 6.58
H -4.41 1.17 5.23
H -2.69 0.83 5.39
H -2.52 2.22 7.38
H -4.56 2.19 8.66
H -5.57 2.37 7.21
*
```

Output
Maximum force: 0.0239 Eh/bohr
E_HOMO: -0.3306 Ha

=====

6.
The following is a DFT calculation (the ωB97M-V functional and the def2-TZVPD basis) of 2 unconnected molecules or ions with the total composition C21H36N2O7PSi2 in a non-equilibrium geometry.

Structure (ORCA input):
```
! wB97M-V def2-TZVPD RIJCOSX def2/J DEFGRID3
* xyz -1 1
C 1.23 0.79 0.81
C 2.80 0.28 0.79
O 3.53 0.69 -0.44
C 3.81 -0.50 -1.29
O 4.95 -1.22 -1.13
C 2.64 -0.87 -2.41
C 3.07 -2.07 -3.45
C 1.99 -3.33 -3.42
C 2.29 -4.14 -2.00
C 3.78 -4.91 -1.94
C 4.15 -5.71 -0.56
C 3.12 -5.76 0.73
C 1.67 -5.01 0.65
C 1.21 -4.17 -0.73
C -0.24 -3.40 -0.91
P -1.19 -3.11 0.72
O -0.28 -2.63 1.93
O -2.11 -4.58 1.09
O -2.37 -1.83 0.39
C 3.86 -6.63 1.91
O 3.47 -7.00 3.14
N 5.16 -7.00 1.25
C 5.52 -6.58 -0.16
O 6.60 -6.85 -0.91
H 0.48 0.00 0.32
H 0.85 1.08 1.89
H 1.19 1.81 0.19
H 3.35 0.82 1.70
H 2.86 -0.89 1.00
H 1.73 -1.30 -1.77
H 2.25 0.11 -2.95
H 3.03 -1.60 -4.54
H 4.18 -2.44 -3.30
H 2.31 -4.08 -4.29
H 0.88 -2.98 -3.53
H 4.55 -4.89 -2.82
H 0.96 -5.05 1.60
H -0.92 -4.08 -1.61
H -0.16 -2.36 -1.45
H -3.00 -4.31 1.52
H -2.09 -1.35 -0.46
H 5.91 -7.42 1.85
C -2.86 1.38 1.43
Si -3.44 3.18 1.37
C -3.44 3.80 3.14
C -5.20 3.16 0.73
N -2.36 4.08 0.34
Si -2.59 5.79 0.07
C -2.47 6.80 1.64
C -4.23 6.16 -0.77
C -1.23 6.41 -1.09
H -3.52 0.80 2.07
H -2.88 0.94 0.43
H -1.85 1.31 1.83
H -3.95 3.09 3.79
H -3.97 4.76 3.23
H -2.42 3.93 3.52
H -5.23 2.90 -0.33
H -5.69 4.13 0.87
H -5.79 2.42 1.28
H -3.35 6.67 2.28
H -2.41 7.87 1.39
H -1.58 6.54 2.21
H -4.38 5.52 -1.64
H -4.24 7.20 -1.12
H -5.07 6.04 -0.09
H -1.27 5.88 -2.05
H -0.24 6.25 -0.65
H -1.36 7.48 -1.28
*
```

Output
Maximum force: 0.1781 Eh/bohr
E_HOMO: -0.1214 Ha

=====

7.
The following is a DFT calculation (the ωB97M-V functional and the def2-TZVPD basis) of a molecular structure, C21H36N7O7PS2TeTi.

Structure (ORCA input):
```
! wB97M-V def2-TZVPD RIJCOSX def2/J DEFGRID3
* xyz -1 2
Ti -0.24 0.48 -0.26
C -0.06 -3.73 4.54
C 1.05 -2.93 3.87
N 1.14 -3.13 2.44
C 0.34 -2.50 1.54
S 0.53 -2.82 -0.12
N -0.58 -1.70 2.06
N -1.24 -0.93 1.14
C -2.52 -0.96 1.14
C -3.31 -1.96 1.93
C -3.21 0.10 0.39
C -4.59 0.23 0.36
C -5.15 1.32 -0.29
C -4.32 2.27 -0.88
C -2.95 2.06 -0.81
N -2.42 1.00 -0.22
H -0.09 -3.54 5.61
H 0.08 -4.80 4.38
H -1.02 -3.44 4.11
H 2.02 -3.21 4.31
H 0.90 -1.87 4.06
H 1.75 -3.83 2.06
H -2.66 -2.76 2.25
H -4.12 -2.37 1.33
H -3.75 -1.49 2.82
H -5.22 -0.50 0.85
H -6.22 1.44 -0.33
H -4.72 3.14 -1.36
H -2.24 2.78 -1.21
C -0.06 2.98 -4.20
C -1.01 1.83 -3.98
O -0.33 0.60 -4.30
P -0.62 -0.73 -3.48
O -0.62 -0.37 -2.00
Te 0.82 -2.41 -4.20
O -2.17 -0.99 -3.86
C -2.77 -2.28 -3.66
C -2.95 -2.61 -2.19
H -0.57 3.92 -4.01
H 0.32 2.97 -5.22
H 0.77 2.91 -3.50
H -1.89 1.90 -4.63
H -1.33 1.80 -2.94
H -2.14 -3.03 -4.14
H -3.72 -2.23 -4.18
H -1.99 -2.69 -1.68
H -3.46 -3.57 -2.10
H -3.55 -1.84 -1.70
O 0.11 2.42 -0.93
S 0.27 3.02 0.47
O -0.72 4.04 0.69
O -0.06 1.77 1.30
O 1.65 3.42 0.71
C 3.82 1.74 2.90
C 2.65 0.83 3.22
N 2.21 0.14 2.02
C 2.67 0.41 0.77
N 1.88 0.27 -0.26
C 2.48 0.41 -1.58
C 3.49 1.54 -1.59
C 4.57 1.23 -0.57
N 3.98 0.79 0.69
C 4.71 1.01 1.91
H 4.36 1.99 3.82
H 3.46 2.66 2.44
H 1.81 1.40 3.63
H 2.95 0.08 3.97
H 1.23 -0.14 2.03
H 1.68 0.64 -2.29
H 2.92 -0.54 -1.90
H 2.98 2.47 -1.31
H 3.94 1.66 -2.58
H 5.17 2.12 -0.37
H 5.24 0.45 -0.95
H 5.60 1.60 1.67
H 5.06 0.06 2.34
*
```

Output
ΔE to the lowest compared entry with this formula, charge and spin: 0.0 kJ/mol
Maximum force: 0.0074 Eh/bohr
E_HOMO (spin up / spin down): -0.1616 / -0.1627 Ha

=====

Please write out number 2 again, unchanged.
The following is a DFT calculation (the ωB97M-V functional and the def2-TZVPD basis) of a molecular structure, C21H36F3N2O5PSiV in a non-equilibrium geometry.

Structure (ORCA input):
```
! wB97M-V def2-TZVPD RIJCOSX def2/J DEFGRID3
* xyz 2 2
V -0.37 -0.69 -1.30
C 5.00 1.22 1.25
N 4.45 0.46 0.11
C 5.42 -0.40 -0.61
C 3.20 0.51 -0.23
O 2.37 1.27 0.37
C 2.69 -0.35 -1.35
O 1.30 -0.63 -1.21
C -0.65 -2.71 -0.96
C -0.62 -2.40 0.50
O -0.54 -1.13 0.69
N -0.68 -3.25 1.50
C -0.63 -2.79 2.89
C -0.74 -4.70 1.27
H 5.61 0.54 1.84
H 4.20 1.62 1.86
H 5.63 2.03 0.87
H 6.41 0.01 -0.46
H 5.21 -0.40 -1.68
H 5.39 -1.42 -0.22
H 3.22 -1.30 -1.38
H 2.83 0.15 -2.31
H 0.14 -3.37 -1.32
H -1.62 -3.07 -1.31
H -0.60 -1.71 2.93
H 0.25 -3.22 3.38
H -1.52 -3.15 3.41
H -1.09 -4.90 0.26
H -1.44 -5.13 1.98
H 0.24 -5.15 1.41
C -3.82 -1.08 -1.52
P -2.70 0.16 -0.79
C -3.15 1.68 -1.68
C -3.25 0.37 0.90
C -3.48 1.64 1.43
C -3.92 1.79 2.74
C -4.15 0.67 3.53
C -3.93 -0.60 3.01
C -3.48 -0.75 1.71
H -3.84 -1.98 -0.92
H -3.50 -1.32 -2.53
H -4.82 -0.66 -1.55
H -4.20 1.89 -1.51
H -2.97 1.52 -2.74
H -2.56 2.53 -1.35
H -3.33 2.53 0.83
H -4.10 2.78 3.13
H -4.51 0.79 4.54
H -4.12 -1.47 3.62
H -3.32 -1.75 1.31
F -0.81 -2.40 -4.39
C 0.27 -1.65 -4.53
F 1.32 -2.30 -4.00
F 0.49 -1.39 -5.81
C 0.16 -0.29 -3.77
O 1.02 0.51 -3.93
O -0.93 -0.12 -2.96
C 1.04 3.16 -1.31
Si 1.64 2.88 0.40
C 0.30 2.66 1.62
C 2.99 4.00 0.86
H 1.85 3.17 -2.04
H 0.54 4.13 -1.35
H 0.31 2.41 -1.63
H 0.51 3.18 2.56
H 0.17 1.60 1.84
H -0.65 3.04 1.24
H 2.67 5.03 0.74
H 3.85 3.86 0.19
H 3.31 3.86 1.89
*
```

Output
ΔE to the lowest compared entry with this formula, charge and spin: 118.9 kJ/mol
Maximum force: 0.0570 Eh/bohr
E_HOMO (spin up / spin down): -0.5252 / -0.5248 Ha